{
  "formula": "C5H16NO",
  "method": "the ωB97M-V functional and the def2-TZVPD basis",
  "orbital_gap_ha": [0.1378, 0.4397],
  "de_lowest_ev": 1.414,
  "spin_multiplicity": 2,
  "largest_force_ev_per_a": 2.2,
  "s_squared": 0.75,
  "homo_ha": [-0.1149, -0.4233],
  "elements": ["H", "H", "H", "H", "H", "H", "H", "H", "N", "H", "H", "H", "C", "H", "C", "C", "H", "H", "H", "C", "C", "H", "O"],
  "xyz": [[-1.9536, 0.1628, -0.6902], [0.5014, 1.3250, 1.5284], [-0.2638, -0.0729, -2.7517], [0.0876, 2.6641, 0.7412], [-0.2684, 1.5706, -1.2983], [0.1805, -1.4819, 0.7785], [0.8444, -0.2244, 3.7851], [-0.9629, -2.2908, -0.1794], [-0.1611, 1.6072, 0.7911], [1.8674, 0.5502, -1.7816], [2.1241, 1.4545, -0.3469], [0.1554, -1.5821, -2.0070], [-0.6511, -0.8490, -2.0882], [1.8188, -0.2691, -0.2862], [1.5063, 0.6550, -0.7579], [-0.8234, -1.3624, 0.3640], [-1.4238, -1.2484, 1.2471], [-1.4957, -1.3426, -2.5632], [-1.0841, 1.4937, 1.2477], [0.0390, 0.9014, -0.4864], [-0.9479, -0.2566, -0.7055], [0.4520, -1.1487, 2.5535], [0.4590, -0.2556, 2.9060]],
  "forces_ev_per_angstrom": [[-0.0281, 0.0451, 0.0597], [-0.0448, -0.5776, -0.1012], [-0.2799, -0.0146, -0.1871], [-0.4923, -0.0662, -0.3175], [-0.0765, 0.6193, 0.4791], [0.3177, 0.3257, -0.5525], [0.0850, -0.3518, 0.0673], [-0.6308, -0.4393, 0.4703], [0.9355, 0.5741, 0.9311], [-0.8133, 0.1674, -0.3003], [-0.1689, 0.0419, 0.1552], [-0.0321, -0.0297, 0.0008], [0.4988, 0.1458, -0.0239], [0.2330, -0.2234, 0.4075], [0.9425, -0.5633, 0.6976], [0.6331, -0.2370, -0.6168], [-0.8258, -0.0065, 0.0798], [-0.1379, 0.0556, 0.1408], [-0.3135, 0.1722, -0.3151], [-0.7848, 0.4593, -2.0213], [0.9368, -0.5070, 0.6819], [0.2022, -0.1599, 0.4944], [-0.1558, 0.5699, -0.2300]]
}